# 1
{"formula": "C7H19INO9PS2", "method": "ωB97M-V/def2-TZVPD", "smiles": "O=[PH2]OC(=O)NI.CCOS(C)(=O)=O.CCOS(C)(=O)=O", "homo_energy_ev": -10.18, "orbital_gap_ev": 9.0, "symbols": ["O", "P", "O", "C", "O", "N", "I", "H", "H", "H", "C", "C", "O", "S", "C", "O", "O", "H", "H", "H", "H", "H", "H", "H", "H", "C", "C", "O", "S", "C", "O", "O", "H", "H", "H", "H", "H", "H", "H", "H"], "xyz": [[-1.661, 0.561, 1.425], [-1.623, 0.668, -0.037], [-0.317, 0.029, -0.742], [0.912, 0.672, -0.561], [1.071, 1.816, -0.855], [1.854, -0.211, -0.100], [2.963, 0.386, 1.497], [-1.658, 1.973, -0.534], [-2.596, -0.039, -0.744], [1.481, -1.140, 0.032], [2.591, 3.553, -3.319], [3.258, 2.198, -3.379], [3.309, 1.655, -4.727], [4.379, 2.268, -5.720], [4.303, 1.007, -6.943], [5.662, 2.258, -5.082], [3.888, 3.491, -6.275], [3.184, 4.309, -3.832], [2.471, 3.847, -2.277], [1.608, 3.517, -3.789], [4.270, 2.223, -2.974], [2.690, 1.460, -2.818], [4.659, 0.077, -6.512], [4.950, 1.329, -7.757], [3.276, 0.919, -7.287], [-5.430, -3.226, 6.120], [-5.023, -3.211, 4.663], [-4.000, -2.226, 4.375], [-2.513, -2.574, 4.814], [-1.698, -1.331, 3.883], [-2.181, -3.874, 4.308], [-2.351, -2.317, 6.213], [-4.619, -3.573, 6.758], [-6.282, -3.896, 6.245], [-5.717, -2.228, 6.448], [-4.670, -4.187, 4.328], [-5.854, -2.914, 4.026], [-1.846, -1.515, 2.825], [-0.644, -1.395, 4.144], [-2.098, -0.360, 4.159]]}

***

# 2
{"formula": "C7H19N3", "method": "ωB97M-V/def2-TZVPD", "homo_energy_ev": -18.96, "e_above_lowest_kj_mol": 433.14, "orbital_gap_ev": 11.0, "charge": 2, "symbols": ["C", "C", "C", "C", "C", "C", "C", "N", "N", "N", "H", "H", "H", "H", "H", "H", "H", "H", "H", "H", "H", "H", "H", "H", "H", "H", "H", "H", "H"], "xyz": [[-0.371, 1.816, -1.754], [-1.411, 0.031, -0.833], [-1.013, -1.307, 1.547], [1.526, -0.740, 1.424], [-0.044, 1.080, 1.754], [0.723, -1.429, -1.499], [0.141, -0.219, 1.094], [-1.290, 0.715, -2.095], [0.718, 1.122, -0.849], [0.062, -0.133, -0.373], [0.190, 2.192, -2.570], [-0.960, 2.453, -1.101], [-1.973, 0.660, -0.100], [-1.868, -0.899, -1.076], [-1.498, -1.780, 0.747], [-0.512, -1.880, 2.381], [-1.694, -0.666, 2.188], [1.687, -1.023, 2.497], [2.322, -0.116, 1.032], [1.747, -1.762, 0.969], [0.817, 1.640, 1.771], [-0.935, 1.709, 1.474], [-0.376, 0.855, 2.754], [0.607, -2.417, -1.109], [0.127, -1.350, -2.286], [1.729, -1.149, -1.831], [-1.162, 0.254, -2.928], [1.673, 0.728, -1.185], [1.036, 1.613, -0.040]]}

***

# 3
{"formula": "C7H19N4PS3V", "method": "ωB97M-V/def2-TZVPD", "homo_energy_ev": [-21.80, -21.84], "s2": 0.93, "e_above_lowest_kj_mol": 9.58, "multiplicity": 2, "orbital_gap_ev": [5.5, 6.4], "charge": 4, "symbols": ["V", "N", "N", "C", "N", "S", "H", "H", "H", "H", "H", "C", "P", "C", "C", "H", "H", "H", "H", "H", "H", "H", "H", "H", "S", "C", "N", "C", "C", "S", "H", "H", "H", "H", "H"], "xyz": [[-0.176, 0.717, -0.241], [-0.075, 2.643, 0.629], [-1.019, 2.912, 1.643], [-1.999, 2.041, 1.902], [-2.934, 2.273, 2.769], [-1.987, 0.501, 1.033], [0.864, 2.734, 1.037], [-0.139, 3.404, -0.060], [-0.926, 3.788, 2.151], [-3.019, 3.142, 3.294], [-3.649, 1.578, 2.967], [0.167, 0.305, -3.555], [-1.217, 0.281, -2.395], [-2.305, 1.684, -2.722], [-2.141, -1.255, -2.567], [-0.267, 0.342, -4.563], [0.771, -0.601, -3.482], [0.801, 1.189, -3.441], [-2.789, 1.496, -3.690], [-1.749, 2.620, -2.811], [-3.094, 1.769, -1.975], [-2.465, -1.301, -3.614], [-3.027, -1.270, -1.931], [-1.527, -2.134, -2.366], [1.062, -1.045, 0.053], [2.186, -1.739, 1.207], [2.302, -3.026, 1.341], [3.343, -3.509, 2.253], [4.038, -2.279, 2.868], [3.272, -0.797, 2.135], [1.742, -3.702, 0.828], [4.041, -4.139, 1.696], [2.888, -4.149, 3.011], [5.105, -2.248, 2.650], [3.920, -2.224, 3.948]]}

***

Calculated values (eV/A) of largest force on an atom for the records, taken in order: 0.33, 5.24, 1.25.
Calculated values (a.u.) of energy for the records, taken in order: -2445.460885, -441.581858, -2975.432928.